Entry 1:
{"formula": "C6H13NP", "method": "ωB97M-V with the def2-TZVPD basis set", "symbols": ["C", "C", "C", "C", "C", "C", "N", "P", "H", "H", "H", "H", "H", "H", "H", "H", "H", "H", "H", "H", "H"], "coordinates": [[2.0603, -1.3422, 0.1696], [0.4653, -1.3860, 0.3176], [1.9060, -0.0862, -0.6426], [0.0054, 1.1185, 1.0265], [-0.7599, 0.6504, -0.8157], [0.4616, 0.0742, -0.1156], [-0.8661, 1.8346, 0.0912], [-3.2498, -0.6034, 0.2954], [2.5271, -1.0400, 1.0911], [2.5088, -2.2234, -0.2855], [0.1326, -1.9934, -0.4337], [-0.0942, -1.5571, 1.2102], [2.5695, 0.7068, -0.3088], [1.9067, -0.2233, -1.6815], [-0.4962, 0.6742, 1.8205], [0.9197, 1.5856, 1.3268], [-0.9351, 0.5084, -1.8731], [-1.7905, 1.9107, 0.4740], [-0.4306, 2.8021, 0.0775], [-2.6821, -1.9236, 0.4239], [-4.3157, -1.0575, -0.5583]], "mulliken_charge": [-0.44, -1.10, -0.77, -1.09, -1.08, 1.49, 0.01, -0.04, 0.24, 0.36, 0.32, 0.41, 0.29, 0.33, 0.37, 0.40, 0.42, 0.29, 0.38, 0.08, 0.13], "de_lowest_kcal_mol": 98.4, "total_charge": 1, "orbital_gap_ev": [7.70, 8.25], "energy_ev": -17199.24873}

---

Entry 2:
{"formula": "C6H13NSi", "method": "ωB97M-V with the def2-TZVPD basis set", "symbols": ["C", "C", "C", "C", "C", "C", "N", "Si", "H", "H", "H", "H", "H", "H", "H", "H", "H", "H", "H", "H", "H"], "coordinates": [[-1.6787, 0.6969, 0.3989], [-3.0875, -1.5864, 0.0725], [1.7798, 1.9234, -1.8763], [2.8967, -0.0027, 0.9586], [-1.6044, -1.7228, 0.3076], [-0.9880, -0.4302, 0.6475], [-2.3330, 1.5871, -0.0290], [1.9117, 1.2947, -0.0548], [-3.7065, -1.7058, 1.0449], [-3.2876, -0.6490, -0.2873], [-3.4428, -2.2393, -0.7255], [2.1689, 1.2000, -2.5882], [0.6938, 1.9375, -2.2818], [2.1711, 2.8837, -1.8816], [3.7598, -0.5071, 0.3326], [3.3711, 0.4839, 1.9219], [2.1865, -0.7266, 1.3965], [-1.0333, -2.0857, -0.5415], [-1.2870, -2.5538, 0.9659], [-0.1668, -0.2700, 1.4304], [1.6763, 2.4723, 0.7887]], "mulliken_charge": [0.23, -1.16, -0.99, -0.91, -0.35, -0.29, -0.54, 0.35, 0.23, 0.44, 0.33, 0.33, 0.29, 0.33, 0.28, 0.28, 0.29, 0.24, 0.36, 0.36, -0.09], "de_lowest_kcal_mol": 90.9, "total_charge": 0, "orbital_gap_ev": [8.37, 5.73], "energy_ev": -15795.76001}

---

Entry 3:
{"formula": "C6H13O", "method": "ωB97M-V with the def2-TZVPD basis set", "symbols": ["C", "C", "C", "C", "C", "C", "O", "H", "H", "H", "H", "H", "H", "H", "H", "H", "H", "H", "H", "H"], "coordinates": [[1.2794, 1.6468, -0.2362], [-1.4112, -0.7284, -1.0111], [-1.1174, 1.3312, 0.4161], [1.3136, -1.7618, 0.3191], [-0.9466, -0.1934, 0.2889], [0.5718, -0.4025, 0.4665], [1.1111, 0.4371, -0.5096], [1.7596, 2.1709, -1.0583], [1.7016, 2.1182, 0.7872], [-1.1127, -0.2404, -1.9136], [-1.1291, -1.8248, -1.2028], [-2.5326, -0.7672, -1.0878], [-0.5960, 1.8775, -0.3608], [-2.1679, 1.6529, 0.3701], [-0.7917, 1.5993, 1.4041], [1.5607, -1.8619, -0.7627], [0.6403, -2.6093, 0.5649], [2.2536, -1.6222, 0.8377], [-1.3374, -0.7304, 1.1901], [0.9508, -0.0918, 1.4981]], "mulliken_charge": [-0.12, -1.37, -1.31, -1.35, 0.53, 0.07, -0.22, 0.30, 0.30, 0.33, 0.34, 0.39, 0.39, 0.41, 0.45, 0.37, 0.32, 0.40, 0.32, 0.46], "de_lowest_kcal_mol": 37.6, "total_charge": 1, "orbital_gap_ev": 9.71, "energy_ev": -8470.34355}

---

Entry 4:
{"formula": "C6H13O2", "method": "ωB97M-V with the def2-TZVPD basis set", "symbols": ["C", "C", "C", "H", "H", "H", "H", "H", "H", "H", "H", "C", "C", "C", "O", "O", "H", "H", "H", "H", "H"], "coordinates": [[-1.6701, 0.5821, 1.0037], [-3.0843, 0.7304, 1.4469], [-0.8706, -0.4133, 2.0116], [-1.4732, 0.1218, 0.0680], [-1.0461, 1.5198, 0.9110], [-3.7535, 0.9185, 0.5951], [-1.4136, -0.5290, 2.9464], [-3.1847, 1.5070, 2.2111], [-3.5355, -0.1677, 1.7030], [-1.0164, -1.3066, 1.4748], [0.2075, -0.2696, 2.2370], [0.9039, 0.7644, -0.8916], [2.0192, 1.3649, -1.7545], [1.0456, -0.8348, -0.7854], [1.9718, -1.1931, -0.0497], [0.2019, -1.5003, -1.3453], [0.8903, 1.1534, 0.1676], [-0.0922, 0.9505, -1.4549], [1.9488, 0.9694, -2.7325], [3.0359, 1.0409, -1.3406], [1.9800, 2.4772, -1.8095]], "mulliken_charge": [0.18, -1.45, -1.19, 0.12, 0.17, 0.41, 0.40, 0.29, 0.42, 0.32, 0.32, 0.15, -1.38, 0.52, -0.75, -0.72, 0.03, 0.19, 0.36, 0.27, 0.35], "de_lowest_kcal_mol": 29.5, "total_charge": -1, "orbital_gap_ev": 7.54, "energy_ev": -10528.42429}